65
Properties=species:S:1:pos:R:3:forces:R:3 method="wB97M-V/def2-TZVPD" energy_ha=-2552.4593 homo_ev=-4.91 total_charge=-2
O -2.48345 1.29595 0.10812 -2.924 2.315 0.997
C -1.50972 0.81226 0.58051 2.006 1.580 -2.191
O -1.16541 -0.33821 0.28843 1.420 -5.415 -0.306
B 0.33370 -0.55433 0.48090 -2.126 -0.524 1.588
O 0.78640 0.76636 0.76257 4.181 -4.266 -1.581
C -0.19404 1.47394 0.88104 -1.421 9.276 3.670
O 0.02064 2.65232 1.25872 -2.538 -1.547 -1.079
O 0.87459 -1.35084 -0.54212 -0.285 3.188 -2.128
C 1.31723 -2.43853 -0.04104 -1.126 -1.781 -1.359
O 1.60881 -3.39660 -0.64411 1.496 -2.253 -1.658
C 1.12123 -2.38268 1.35020 4.834 -3.909 7.146
O 0.51944 -1.36208 1.76173 -1.733 2.525 -0.832
O 1.79663 -3.10449 2.13976 -1.964 1.386 -2.112
O -0.87859 1.61056 -5.47673 1.023 0.789 5.429
C -0.51489 1.89759 -4.22677 -4.242 -6.964 -13.355
O -0.18204 2.98130 -3.91965 2.451 7.867 3.792
B 0.38097 2.79298 -2.57159 0.966 2.612 2.527
O 0.27012 1.39093 -2.23882 2.182 3.228 2.464
C -0.23113 0.88070 -3.28987 -1.033 -1.070 1.299
O -0.53446 -0.22883 -3.28350 -1.542 -5.579 -1.352
O -0.32852 3.65192 -1.53200 -0.762 -0.963 -0.892
C 0.49591 4.56316 -1.15528 -5.347 4.516 4.417
O 0.25760 5.53633 -0.42428 -0.279 -1.550 -0.876
C 1.75424 4.39934 -1.64504 5.523 -3.131 -2.667
O 1.72888 3.37977 -2.47622 -0.443 -1.781 -1.813
O 2.81153 4.84403 -1.35327 1.230 2.140 1.069
O 0.78422 -5.89656 -1.92818 3.655 -3.573 3.483
H 0.71617 -5.01957 -1.98345 0.034 5.752 0.276
H 0.20480 -6.18000 -2.52682 -3.656 -2.245 -3.726
O 1.58641 0.58078 4.10710 0.827 3.976 -1.002
H 1.58207 -0.01739 3.34664 0.059 0.431 0.009
H 1.82052 1.61627 3.72634 -0.986 -4.403 0.843
O 1.93174 -1.87144 -3.14403 5.084 1.332 -3.359
H 1.56941 -1.52336 -2.41382 -3.059 1.015 3.749
H 1.66198 -2.61385 -3.58695 -2.003 -2.384 -0.726
O 4.40053 -3.44352 -2.94439 -7.931 -2.113 -6.292
H 4.97946 -3.22962 -2.36921 5.854 2.524 6.483
H 3.47512 -3.09031 -2.71315 2.174 -0.286 -0.202
O -4.69081 0.28213 1.26304 0.642 0.229 0.600
H -5.43122 0.70022 0.87102 -1.894 0.005 -0.531
H -4.06299 0.96758 0.99516 1.012 -0.540 0.023
O -1.91524 -3.29909 0.41261 -0.879 2.047 -1.090
H -1.95427 -2.80423 -0.45513 0.248 -1.009 1.096
H -2.38807 -2.62290 0.97227 0.908 -1.086 -0.137
O 1.55095 -5.67084 2.85718 1.338 -1.915 0.946
H 2.41794 -6.06740 3.15899 -1.526 0.887 -0.606
H 1.74056 -4.74860 2.68903 0.171 0.637 -0.249
O 2.26018 2.97924 2.52077 -0.853 4.993 -0.975
H 2.21761 3.96027 2.91766 0.395 -3.300 -0.760
H 1.79587 3.27238 1.62823 0.880 -1.727 2.320
O -4.74323 3.47658 -0.83350 0.866 -0.631 2.847
H -4.62152 3.32950 0.16930 -0.305 0.537 -2.553
H -5.58500 3.86535 -0.98622 -1.140 0.541 0.154
O 4.84199 -3.80439 3.05920 2.087 -1.210 2.240
H 5.79976 -3.63468 3.21283 -0.922 -0.492 0.307
H 4.73548 -3.26811 2.32526 -1.214 1.631 -2.499
O -2.45771 -1.95008 2.87374 -0.068 -0.160 0.015
H -2.14499 -1.05427 2.94303 0.872 0.517 0.096
H -3.39089 -1.77180 2.84485 -1.006 -0.240 -0.045
O -2.22629 4.28534 2.98807 -0.171 -1.141 -0.793
H -1.67399 3.73058 2.35559 -0.897 0.834 0.879
H -3.13015 3.89502 3.01332 1.239 0.254 -0.195
O -3.06177 2.29696 -2.42158 0.192 -0.773 0.374
H -3.84275 2.79406 -2.11914 0.796 -0.352 -0.118
H -2.80752 1.77686 -1.61738 -0.368 0.749 -1.080

=====

65
Properties=species:S:1:pos:R:3:forces:R:3 method="wB97M-V/def2-TZVPD" energy_ha=-2552.6428 homo_ev=-5.05 total_charge=-2
O -3.11029 -2.07115 0.82123 1.104 0.647 -0.165
C -2.20429 -1.35715 0.39423 -6.775 -4.543 2.172
O -2.16329 -1.06915 -0.81377 1.346 1.477 -3.687
B -0.88429 -0.40215 -0.99177 -0.771 -0.552 -0.278
O -0.41229 -0.17415 0.41423 3.811 2.620 -4.744
C -1.19229 -0.75915 1.15623 0.374 -0.345 7.450
O -1.07029 -0.77415 2.38223 -0.440 -0.142 -1.717
O -1.01429 0.76785 -1.84977 -2.351 0.272 3.364
C -0.09829 0.67285 -2.69277 2.176 5.390 -4.294
O 0.29171 1.59485 -3.40377 -0.675 -1.609 0.477
C 0.49371 -0.61515 -2.68677 3.683 -2.113 -2.714
O 0.01171 -1.30015 -1.75677 -1.334 -1.418 3.181
O 1.37571 -1.00415 -3.42277 -0.269 0.539 -0.176
O -3.87729 3.32585 3.64723 1.258 -0.925 -0.427
C -3.16929 2.89685 2.73523 -4.440 4.189 4.446
O -2.34729 3.61385 2.10423 2.525 1.230 -1.230
B -1.92829 2.83685 0.95123 0.243 -0.115 0.986
O -2.79429 1.63385 1.00823 3.370 -0.016 -5.972
C -3.46429 1.71885 2.02123 -3.332 -6.028 5.588
O -4.06629 0.77285 2.54823 -0.096 1.889 -1.413
O -2.08829 3.65385 -0.21777 -2.984 -0.776 0.535
C -0.93629 3.85185 -0.67477 1.450 3.979 -4.148
O -0.63929 4.76085 -1.43977 -0.391 -1.005 0.745
C 0.02671 3.01185 -0.00977 2.410 0.417 0.692
O -0.48029 2.52885 1.03223 -4.055 -2.037 2.725
O 1.19571 2.97485 -0.10377 3.669 0.110 -2.208
O 3.00171 2.29285 -4.99977 1.022 0.971 -0.974
H 2.98771 3.27085 -4.97877 -0.168 -0.860 0.299
H 2.28371 2.03585 -4.44277 -0.889 -0.183 0.739
O 3.52871 1.17485 -1.91177 -0.141 -1.700 1.692
H 3.38971 0.32785 -1.37777 -0.109 1.872 -0.463
H 3.65671 0.74185 -2.73977 0.249 0.162 -1.643
O -0.63629 1.39385 3.90923 -0.813 -0.648 0.520
H -0.54629 0.65385 3.27623 0.207 0.338 0.080
H -1.30829 1.00085 4.50823 0.513 0.561 -0.354
O 2.28671 -3.44915 -2.46077 0.294 -0.016 -0.406
H 2.02671 -2.54815 -2.69677 0.128 -0.035 -0.552
H 1.88471 -3.48215 -1.58277 -0.105 -0.501 0.066
O -3.78929 -1.70615 3.38723 -0.417 -0.282 0.931
H -3.94729 -0.76615 3.44123 -0.124 0.391 0.446
H -3.78429 -1.78715 2.44023 0.200 -0.584 -0.655
O -2.43129 -4.71515 1.19123 0.404 -2.296 0.422
H -1.91229 -5.07615 0.47423 0.282 -0.353 -0.086
H -2.63329 -3.86815 0.87723 -0.763 2.248 -0.294
O 0.22471 -3.32815 2.37123 -0.079 -0.701 -0.194
H 0.40771 -3.08915 1.46323 0.102 -0.467 -0.655
H 0.57271 -2.56715 2.80623 0.125 0.775 1.091
O 1.47871 -3.08815 -0.02477 -1.569 -0.476 -0.082
H 1.71371 -2.17415 -0.18677 0.403 0.800 -0.142
H 2.26571 -3.46315 0.32323 1.028 -0.623 0.748
O 1.28771 4.03885 -3.15177 0.014 -0.499 -0.450
H 1.01471 4.48885 -2.35277 -0.013 0.367 0.229
H 0.75371 3.21885 -3.08477 0.534 0.652 -0.315
O -1.30929 -2.42215 4.63523 0.626 0.455 0.630
H -1.40529 -1.88015 3.82123 -0.186 -0.418 0.733
H -0.78529 -1.91315 5.28423 -0.441 -0.202 -0.779
O 3.20571 -1.88915 -5.32777 1.929 -0.382 -2.564
H 3.45271 -2.76515 -5.07477 0.315 -0.910 0.187
H 2.63871 -1.63615 -4.66077 -2.123 1.228 2.200
O 2.72971 -0.77715 -0.18677 -0.023 -0.501 -0.650
H 3.60271 -0.92215 0.18723 -0.118 0.091 0.352
H 2.22171 -0.20915 0.41123 0.323 0.494 0.748
O 2.11171 0.92985 1.90723 1.643 -1.576 0.756
H 1.39071 1.40385 1.54923 -1.217 1.434 -0.633
H 2.91471 1.45985 1.82523 -0.546 0.237 -0.168

=====

57
Properties=species:S:1:pos:R:3:forces:R:3 method="wB97M-V/def2-TZVPD" energy_ha=-3004.9379 homo_ev=-11.80 total_charge=+1
C -0.27358 -2.98100 -1.28327 -0.871 -0.125 0.126
C -1.82825 -2.37368 -1.37213 1.173 -0.470 1.068
S -1.64692 -0.54905 -1.75502 0.220 0.332 0.131
C -0.43793 0.21986 -0.49062 0.299 -0.920 0.368
P -1.09437 2.03321 -0.23642 0.953 -1.877 2.581
N -0.09261 2.95946 0.95404 -1.270 0.214 -2.909
I -3.41448 1.73557 0.65986 1.731 0.549 -0.765
P -1.05984 3.18195 -2.09991 -2.133 4.741 -4.721
O -2.16303 4.31885 -2.03863 4.212 -4.492 0.327
O -1.32304 2.23062 -3.54143 2.115 1.367 2.871
O 0.58997 3.82040 -2.24143 -3.575 -0.975 -0.463
H -0.01490 -3.00146 -0.13610 -0.244 -0.275 -2.436
H 0.46777 -2.26616 -1.84736 -1.521 -1.504 1.036
H -0.25515 -4.05663 -1.78878 0.118 2.326 1.404
H -2.44041 -2.85183 -2.25504 1.138 1.268 1.809
H -2.39004 -2.44620 -0.32835 1.128 -0.180 -2.391
H 0.67258 0.21566 -0.88624 -2.184 0.279 0.875
H -0.51064 -0.38713 0.52801 0.202 1.682 -1.961
H -0.54556 3.92235 0.94046 0.668 -1.235 0.306
H 0.83173 3.09885 0.45541 -0.888 -0.238 0.736
H -0.46248 1.89982 -3.94030 -1.272 0.432 0.782
H 0.48413 4.54553 -2.93021 0.149 -0.897 1.092
C 4.21392 2.42153 -3.39714 0.257 0.152 -0.212
N 3.67114 2.57480 -2.02036 -0.116 0.359 0.803
O 4.00067 3.58711 -1.39142 -0.763 -1.613 -0.631
O 2.92966 1.67445 -1.60979 0.756 1.315 -0.251
H 4.84665 3.28200 -3.62526 -0.187 -0.225 0.137
H 4.79583 1.49788 -3.42103 -0.193 0.123 -0.005
H 3.36525 2.37439 -4.08252 0.130 -0.121 0.171
C 1.00468 -1.01016 4.31052 -0.100 -0.067 0.362
N 0.37930 -0.82156 2.97375 -0.492 0.026 -0.441
O -0.85595 -0.79366 2.92554 1.739 0.127 -0.431
O 1.14609 -0.70696 2.01049 -1.216 -0.144 1.109
H 0.21564 -1.09608 5.06074 0.125 0.024 -0.319
H 1.59948 -1.92497 4.26997 -0.023 0.238 -0.082
H 1.63071 -0.13751 4.50748 -0.011 -0.213 -0.143
C -3.37287 -5.16937 2.10181 -0.220 0.071 0.196
N -1.99833 -4.60897 2.00064 0.865 0.233 -0.062
O -1.65834 -3.78527 2.85787 -0.137 -0.979 -1.268
O -1.29949 -5.01169 1.06341 -0.822 0.776 1.405
H -3.87121 -4.72861 2.96794 0.305 -0.119 -0.234
H -3.90158 -4.91370 1.18127 0.133 -0.184 0.107
H -3.27989 -6.25092 2.21942 -0.032 0.200 -0.163
C -6.85804 -3.03041 3.44788 -0.118 0.317 0.082
N -6.54899 -3.87560 2.26307 0.068 -0.480 -0.893
O -6.55942 -3.32438 1.15629 0.197 -1.004 1.441
O -6.30475 -5.06863 2.47754 -0.336 1.664 -0.481
H -7.05169 -2.00922 3.11252 0.059 -0.327 -0.029
H -7.74177 -3.45153 3.93160 0.258 -0.021 -0.026
H -5.99018 -3.06092 4.10977 -0.203 -0.130 -0.057
C 7.06415 5.24383 -1.73315 -0.051 0.351 0.137
N 7.37321 4.39863 -2.91796 0.277 -0.369 -0.877
O 7.36278 4.94986 -4.02474 -0.019 -1.059 1.450
O 7.61745 3.20560 -2.70349 -0.420 1.548 -0.482
H 6.87051 6.26502 -2.06851 0.093 -0.315 -0.037
H 6.18043 4.82270 -1.24943 0.244 -0.034 -0.051
H 7.93202 5.21332 -1.07126 -0.194 -0.121 -0.092

=====

39
Properties=species:S:1:pos:R:3:forces:R:3 method="wB97M-V/def2-TZVPD" energy_ha=-696.1320 s2=0.75 spin_multiplicity=2 homo_ev="-12.06 / -12.06" total_charge=+1
C -2.31251 -1.97382 2.87070 0.956 -0.840 -0.600
C -3.19720 -1.97132 4.05996 -0.842 -0.474 0.270
O -4.04609 -0.87683 3.94116 -0.885 1.572 0.570
H -1.64842 -2.83729 2.83195 0.283 -0.005 0.239
H -1.73291 -1.05378 2.79531 -0.075 0.000 -0.069
H -2.95221 -2.11884 2.00016 -0.042 0.363 -0.252
H -2.73538 -1.88769 5.04375 0.362 0.053 -0.232
H -3.81658 -2.86801 4.08021 0.195 -0.441 0.080
H -4.62393 -0.94420 3.17751 0.056 -0.229 -0.021
C 1.26205 -0.73079 0.74128 -0.759 0.161 -0.888
C 1.52126 -1.15256 -0.71992 1.369 0.141 1.558
O 0.66157 -0.54217 -1.64077 -2.156 -0.146 -0.617
H 2.09696 -0.92929 1.41332 -0.018 -0.138 -0.273
H 0.35670 -1.19631 1.13081 0.093 -0.362 0.075
H 1.02448 0.33248 0.77440 0.349 0.173 -0.085
H 1.48825 -2.23201 -0.86756 0.088 -0.221 0.184
H 2.49041 -0.79254 -1.06522 0.556 -0.309 0.474
H 1.05628 -0.77520 -2.48427 -0.013 0.279 -0.746
C 1.25682 3.44293 1.91371 -0.589 -0.372 0.332
C 2.36633 2.57444 2.58381 -1.386 1.364 -1.876
O 3.28434 3.48967 3.11408 0.576 -0.463 0.974
H 1.57485 3.76259 0.92136 -0.038 0.064 0.077
H 0.98536 4.32579 2.49247 0.583 0.112 0.189
H 0.27951 2.96517 1.84498 0.050 -0.584 -0.351
H 2.84499 2.08387 1.73627 0.225 -0.548 0.310
H 1.94117 1.85055 3.27902 0.264 0.046 0.200
H 3.16260 3.44528 4.06530 0.311 0.356 0.141
C 1.58626 1.04191 -5.33398 0.076 0.050 -1.309
O 1.88935 -0.34304 -5.22878 -0.296 -0.267 1.143
H 1.07761 1.47987 -4.47516 0.264 -0.553 0.341
H 2.50227 1.59337 -5.54594 -0.120 0.287 0.141
H 0.90383 1.14281 -6.17790 -0.047 0.456 -0.113
H 2.38246 -0.60656 -6.00917 0.015 0.034 -0.007
C -2.38842 -1.23500 -3.17343 1.007 -0.471 -0.752
O -1.80484 -1.93853 -2.12189 -0.813 -0.989 -0.799
H -1.65553 -0.53526 -3.57509 -0.214 0.492 0.135
H -2.72745 -1.89472 -3.97213 -0.307 -0.247 0.424
H -3.21927 -0.72468 -2.68623 -0.622 0.543 0.032
H -1.13515 -1.37044 -1.73407 1.544 1.109 1.097